# 1
ORCA calculation (ωB97M-V/def2-TZVPD) on a gas-phase ion, C4H13N2 (charge +2) at a distorted geometry.

Results
spin multiplicity = 2
⟨S²⟩ = 0.754
calculated total energy = -7319.218 eV
F_max = 3.429 eV/Å
total charge = +2
E_LUMO (spin up / spin down) = -7.3 / -13.3 eV
gap between HOMO and LUMO (spin up / spin down) = 14.52 / 8.57 eV
HOMO level (spin up / spin down) = -21.80 / -21.86 eV

Cartesian coordinates (Å):
C  -1.36271  0.71827  0.26169
N  -2.59993  0.09579  -0.20843
C  -0.16319  -0.10069  -0.28119
N  1.09649  0.64929  0.17046
C  2.43472  0.17349  -0.33929
C  -0.13951  -1.49997  0.30412
H  -1.43594  0.62634  1.34924
H  -1.33956  1.78157  -0.02785
H  -3.45115  0.47766  0.22776
H  -2.69747  0.10333  -1.23415
H  -0.12715  -0.02905  -1.36886
H  1.12993  0.61200  1.19330
H  0.97023  1.64052  -0.04585
H  3.08322  1.04033  -0.24720
H  2.36898  -0.11688  -1.38204
H  2.79936  -0.65183  0.25771
H  -1.06895  -1.97989  0.00031
H  -0.19816  -1.43713  1.39438
H  0.70080  -2.10314  -0.02411


# 2
ORCA calculation (ωB97M-V/def2-TZVPD) on 2 unconnected molecules or ions with the total composition C4H13N2O.

Results
spin multiplicity = 2
⟨S²⟩ = 0.751
calculated total energy = -9382.584 eV
F_max = 0.703 eV/Å
total charge = 0
E_LUMO (spin up / spin down) = 0.7 / 0.5 eV
gap between HOMO and LUMO (spin up / spin down) = 4.06 / 10.59 eV
HOMO level (spin up / spin down) = -3.35 / -10.08 eV

Cartesian coordinates (Å):
N  -1.73343  1.76641  -2.59560
C  -1.49734  0.37725  -2.81623
O  -0.88902  -0.33290  -1.68847
H  -2.38542  1.88781  -1.82666
H  -0.87992  2.24567  -2.32848
H  -2.44339  -0.13071  -2.96194
H  -0.83979  0.24681  -3.67132
H  0.06656  -0.23894  -1.80458
C  2.47574  -1.41374  2.19446
C  1.32627  -0.89173  1.38632
C  0.39672  -0.11004  1.90011
N  -0.69508  0.44748  1.09438
H  2.50887  -0.95795  3.18264
H  2.42449  -2.49849  2.29229
H  3.41954  -1.20273  1.69024
H  1.29089  -1.19580  0.35031
H  0.39505  0.22768  2.92142
H  -0.62151  0.14891  0.10319
H  -1.61460  0.10370  1.45580
H  -0.70462  1.52129  1.12211